Record 1
ORCA calculation (ωB97M-V with the def2-TZVPD basis set) on 8 unconnected molecules or ions with the total composition C22H51N7O10 at a distorted geometry.

E_LUMO (spin up / spin down), eV: -2.91 / -8.38
Expectation value of S²: 0.782
2S+1: 2
Kohn-Sham gap (spin up / spin down), eV: 7.845 / 2.375
Total charge: +1

The geometry in XYZ format:
```
90
Properties=species:S:1:pos:R:3:forces:R:3:lowdin_charge:R:1
C -28.9649 2.2326 23.2345 1.1 -2.1 -0.4 -0.011
O -29.0700 2.8851 21.9392 0.2 1.4 0.5 0.025
C -28.0163 3.5227 21.3810 0.5 -1.1 1.8 -0.566
O -26.8786 3.5963 21.8295 -1.2 0.1 -0.2 0.077
O -28.3923 4.0133 20.2246 -0.8 -0.1 -0.3 0.029
C -27.3678 4.5364 19.4076 0.1 0.0 -0.7 -0.039
H -28.0006 2.2987 23.7382 0.3 0.5 -0.6 0.072
H -29.0786 1.1891 22.9409 0.1 -0.1 0.3 0.079
H -29.6940 2.3201 24.0400 -0.7 1.3 -0.9 0.074
H -27.8284 4.7266 18.4382 -0.2 0.3 0.2 0.094
H -26.6006 3.7886 19.2067 0.3 0.1 0.4 0.091
H -26.9758 5.4530 19.8484 0.2 -0.1 -0.1 0.086
C -25.5086 0.0593 15.3597 -0.5 -0.1 -0.5 -0.002
C -25.5132 1.4588 16.0071 1.5 -2.1 1.0 -0.480
O -24.9473 1.6480 17.1155 -1.9 0.3 -2.3 -0.008
N -26.1402 2.3601 15.2173 -0.3 0.9 2.1 0.024
C -26.3622 3.6931 15.8035 0.8 0.8 -0.6 -0.055
H -26.3513 -0.0303 14.6742 0.0 0.3 -0.2 0.070
H -25.6666 -0.8115 15.9959 0.4 0.5 0.7 0.084
H -24.6139 -0.1319 14.7672 0.2 0.2 0.2 0.085
H -26.1711 2.1575 14.2283 -0.4 0.3 0.2 0.144
H -25.4428 4.2609 15.6605 0.0 0.3 0.1 0.085
H -26.5465 3.7197 16.8775 0.1 -0.9 -0.1 0.050
H -27.1770 4.2868 15.3892 0.0 -0.5 -0.6 0.085
C -21.6267 2.6998 17.4077 -0.3 -0.2 0.3 0.013
C -21.9764 2.9828 18.8630 1.3 2.2 0.6 -0.540
O -21.2054 3.5593 19.6415 0.0 -0.8 -0.5 -0.004
N -23.2636 2.8136 19.1895 -1.3 -0.9 0.0 0.020
C -23.8005 2.8617 20.5425 0.8 0.5 0.5 -0.062
H -22.5853 2.5592 16.9084 0.3 -0.2 -0.5 0.053
H -20.9940 1.8190 17.2981 -0.2 -0.1 0.2 0.087
H -21.0645 3.5183 16.9581 -0.2 0.1 0.3 0.083
H -23.8433 2.3836 18.4830 -0.2 -0.1 0.1 0.066
H -24.5618 3.6241 20.7076 -0.3 -0.1 -0.5 0.036
H -23.0094 3.1718 21.2251 0.3 -0.2 -0.2 0.071
H -24.1727 1.9026 20.9026 -0.1 -0.1 -0.3 0.093
C -33.5917 -0.4893 23.6239 -0.2 0.8 1.0 0.018
C -32.4277 0.1171 24.4105 1.8 -0.4 -0.4 -0.489
O -31.2949 0.1784 23.8994 -0.9 0.2 0.4 -0.017
N -32.6135 0.5780 25.6808 0.4 0.5 0.4 0.024
C -31.5374 1.1918 26.5572 -0.9 -1.0 -0.1 -0.037
H -33.3281 -0.7262 22.5931 0.2 0.1 0.2 0.065
H -34.3620 0.2819 23.6290 -0.2 0.0 -0.3 0.085
H -34.0300 -1.3429 24.1410 0.2 -0.1 0.0 0.084
H -33.5129 0.3998 26.1044 0.2 0.2 0.0 0.130
H -31.9811 1.7157 27.4038 -0.5 0.3 -0.4 0.076
H -30.8589 1.8713 26.0414 -0.3 -0.3 -0.3 0.063
H -30.9663 0.4207 27.0744 0.3 -0.2 -0.5 0.079
C -27.0159 8.8258 22.0462 -1.5 -1.3 0.9 0.021
C -27.3746 10.2147 21.6079 -0.9 -1.8 1.2 -0.410
O -28.2878 10.8426 22.1500 1.1 0.4 -1.2 0.224
N -26.6116 10.6441 20.5717 -0.2 3.5 -0.7 0.218
C -26.5850 12.0136 20.0350 -0.8 -0.4 -0.6 0.043
H -26.1786 8.7668 22.7415 0.1 0.1 -0.2 0.109
H -27.0150 7.9976 21.3375 1.0 0.7 -1.0 0.093
H -27.9077 8.4496 22.5476 0.0 0.5 0.9 0.099
H -25.8923 10.0101 20.2545 1.2 -1.3 -0.8 0.087
H -27.5981 12.3249 19.7805 -0.4 -0.2 0.4 0.119
H -26.0532 12.0938 19.0869 0.5 -0.5 0.4 0.113
H -26.2467 12.7685 20.7448 0.2 -0.3 0.3 0.126
C -23.9868 5.3125 23.1798 0.2 0.2 -0.2 -0.003
C -24.1247 4.3793 24.4133 -1.0 0.8 -1.7 -0.579
O -23.4425 4.5374 25.3714 2.2 0.5 2.0 0.074
N -25.0577 3.4253 24.3984 -1.6 -1.4 -1.1 0.008
C -25.1695 2.3721 25.4326 0.2 1.3 -0.7 -0.041
H -23.1643 5.0564 22.5120 0.1 -0.8 0.2 0.063
H -23.6612 6.3097 23.4759 -0.4 0.0 0.6 0.067
H -24.8561 5.4078 22.5290 -0.3 -0.2 0.3 0.045
H -25.7983 3.4338 23.7117 0.4 0.1 -0.4 0.081
H -25.9370 1.6562 25.1385 0.0 0.2 -0.1 0.072
H -25.4760 2.9051 26.3326 0.4 -0.7 0.5 0.087
H -24.2077 1.8601 25.4642 -0.1 0.1 0.6 0.091
O -32.4750 -0.4418 20.2224 -3.3 1.4 -0.8 0.054
C -31.3628 -0.8427 20.1415 1.0 -2.1 -0.2 -0.639
N -30.5886 -0.7395 21.2125 2.5 -0.4 0.9 0.168
C -30.8355 -1.6185 18.9370 1.1 0.1 0.1 -0.005
H -29.7329 -1.2695 21.2966 -0.1 0.2 -0.2 0.105
H -30.9327 -0.3367 22.0724 -0.3 0.1 0.2 0.053
H -29.9112 -2.1646 19.1256 0.2 0.1 0.5 0.063
H -30.5092 -0.8914 18.1934 -0.6 -0.1 -0.4 0.078
H -31.4964 -2.4006 18.5632 -0.5 0.7 -0.1 0.084
O -24.8187 8.7688 19.5085 0.5 -0.8 0.5 -0.061
C -23.9536 7.9886 20.0063 -2.6 0.0 -1.9 -0.515
N -23.1301 8.4696 20.9037 1.2 -0.7 0.6 0.196
C -23.9228 6.4697 19.6115 0.2 2.1 0.8 0.037
H -23.0575 9.4716 21.0077 0.2 -0.3 0.2 0.130
H -22.4286 7.8244 21.2380 0.3 0.6 0.3 0.125
H -22.9249 6.0752 19.8031 -0.1 -0.3 -0.3 0.083
H -24.2540 6.4018 18.5752 0.2 -0.1 0.2 0.092
H -24.6320 5.9843 20.2819 0.0 -0.2 -0.1 0.051
```
Forces are in eV/Å.

---

Record 2
ORCA calculation (ωB97M-V with the def2-TZVPD basis set) on a molecular structure, C22H51NO6Si2 at a distorted geometry.

E_LUMO, eV: 0.25
Kohn-Sham gap, eV: 9.916

The geometry in XYZ format:
```
82
Properties=species:S:1:pos:R:3:forces:R:3:lowdin_charge:R:1
C 0.8033 2.6485 -1.0862 -0.5 0.0 -1.4 -0.104
C 1.8772 3.0115 -2.1681 0.8 0.4 0.8 -0.239
C 3.1185 2.0591 -2.2129 -0.6 0.0 -0.4 -0.181
C 2.7870 0.5484 -2.0013 1.6 0.4 -0.7 -0.314
O 1.5597 0.1390 -2.6136 -1.0 -0.9 2.0 -0.252
Si 0.6948 -0.8961 -1.5442 -0.4 1.2 -1.2 0.528
O -0.9884 -0.6628 -1.6608 1.4 -1.4 0.9 -0.310
Si -1.9204 -1.7511 -0.7221 -0.8 1.5 -0.3 0.552
C -1.1722 -2.1966 0.9645 -0.3 -1.1 0.2 -0.243
C -0.2641 -3.4968 0.9701 1.3 1.5 0.2 -0.223
C 0.9953 -3.2136 1.8763 -0.6 -0.8 0.6 -0.218
C 1.5254 -4.4695 2.6403 1.4 1.1 0.3 -0.202
C 2.8081 -4.0014 3.4457 -0.8 0.1 0.7 -0.199
C 2.4079 -3.3498 4.8399 0.1 -0.9 -0.6 -0.178
C 2.9618 -4.2419 6.0011 -0.6 0.6 -0.5 -0.241
O 2.5044 -3.8170 7.2807 0.4 0.2 -0.1 -0.210
C 3.1419 -2.5988 7.6669 -0.4 -0.2 0.2 -0.114
C -2.3143 -3.2729 -1.8223 -0.6 -0.2 -0.2 -0.200
O -1.3715 -3.4676 -2.9067 0.0 1.2 0.5 -0.179
N -0.8870 -4.7489 -2.9245 1.1 -0.5 0.6 -0.060
O 0.2874 -4.7314 -3.0367 -0.6 -0.4 -0.5 0.046
C -3.5739 -0.8311 -0.3639 0.0 0.2 -0.5 -0.373
C -4.8248 -1.7867 -0.3681 0.6 0.5 0.3 -0.122
C -3.4518 0.0695 0.9240 -0.2 -0.6 0.2 -0.217
C -4.0332 -0.5664 2.2399 1.0 1.0 0.7 -0.254
C -3.0716 -0.2893 3.4683 -0.9 -0.6 -0.3 -0.114
H 0.2929 3.5792 -0.7731 0.4 -0.6 0.2 0.070
H 1.2083 2.0665 -0.2361 -0.2 0.5 -0.3 0.070
H 0.0222 2.0363 -1.5947 0.5 0.2 0.6 0.060
H 1.4668 3.1286 -3.1910 -0.1 -0.3 0.7 0.093
H 2.2687 4.0209 -1.8970 -0.2 -0.6 -0.3 0.102
H 3.6143 2.2016 -3.1993 -0.3 -0.2 0.6 0.108
H 3.8533 2.3529 -1.4359 -0.4 -0.2 -0.4 0.110
H 3.6058 -0.0333 -2.4927 -0.5 0.3 0.5 0.120
H 2.8655 0.3305 -0.9142 -0.4 0.0 -0.5 0.083
H 1.0947 -2.2905 -1.8144 -0.2 0.0 -0.1 0.006
H 1.0674 -0.6284 -0.1365 0.1 0.2 -0.1 0.013
H -0.6660 -1.3365 1.4562 -0.2 -0.5 -0.5 0.065
H -2.0415 -2.4264 1.6318 0.4 0.3 -0.5 0.083
H -0.7681 -4.3871 1.3867 0.0 0.5 -0.5 0.110
H 0.1021 -3.6639 -0.0680 -0.3 -0.4 0.7 0.074
H 0.6840 -2.4768 2.6520 0.3 -0.4 -0.4 0.106
H 1.8432 -2.7550 1.3297 -0.6 -0.2 0.0 0.106
H 1.8600 -5.2730 1.9550 -0.6 0.3 0.2 0.110
H 0.8081 -4.8424 3.4058 0.2 0.0 -0.8 0.112
H 3.4337 -4.8931 3.6498 0.0 0.6 -0.3 0.100
H 3.3545 -3.2240 2.8779 0.0 -0.8 0.0 0.100
H 2.7685 -2.3059 4.9073 -0.2 -0.6 0.0 0.100
H 1.2944 -3.3713 4.8646 0.7 0.3 0.4 0.109
H 4.0764 -4.2261 5.9979 -0.5 -0.2 -0.2 0.123
H 2.5680 -5.2664 5.8277 0.4 0.5 0.3 0.129
H 2.8079 -1.7690 7.0097 0.5 -0.3 0.4 0.080
H 2.8173 -2.3674 8.7012 0.2 -0.2 -0.6 0.092
H 4.2452 -2.7444 7.6420 -0.5 0.4 0.0 0.093
H -3.3056 -3.0853 -2.2943 0.5 -0.4 0.5 0.086
H -2.3283 -4.1733 -1.1673 -0.3 0.4 -0.6 0.095
H -3.7053 -0.1265 -1.2231 0.2 -0.5 0.5 0.108
H -5.1040 -2.0239 -1.4115 0.0 0.0 0.6 0.068
H -5.6687 -1.2844 0.1521 0.4 -0.5 -0.4 0.081
H -4.5805 -2.7227 0.1761 -0.4 0.4 -0.3 0.070
H -2.3849 0.3194 1.1249 -0.6 0.0 -0.3 0.091
H -3.9888 1.0215 0.7419 0.4 -0.4 0.1 0.110
H -4.1587 -1.6647 2.2022 -0.2 0.6 -0.3 0.089
H -4.9842 -0.0416 2.4737 0.3 -0.8 -0.2 0.104
H -2.0345 -0.5740 3.1932 -0.6 0.4 0.3 0.051
H -3.4079 -0.9353 4.3119 0.4 0.5 -0.4 0.071
H -3.1551 0.7570 3.8146 0.3 -0.4 -0.3 0.072
C -0.6844 8.4331 -4.6345 -0.1 -0.1 0.0 -0.081
C 0.6534 7.7162 -4.6701 0.0 0.0 0.0 -0.282
O 0.6167 6.4121 -4.1139 0.1 0.0 0.2 -0.163
C -0.2636 5.4925 -4.7381 0.0 -0.1 -0.1 -0.282
C 0.0513 5.2432 -6.2023 0.1 0.1 -0.1 -0.078
H -1.0562 8.4973 -3.6099 0.0 0.0 0.0 0.081
H -0.5828 9.4440 -5.0338 0.0 0.0 0.0 0.077
H -1.4412 7.9157 -5.2261 0.0 0.1 -0.1 0.065
H 1.3747 8.2783 -4.0745 0.0 -0.2 0.1 0.118
H 1.0547 7.6820 -5.6888 -0.1 0.0 0.0 0.106
H -1.3026 5.8130 -4.6076 0.0 0.0 -0.1 0.107
H -0.1610 4.5536 -4.1908 0.1 0.1 0.1 0.103
H -0.0479 6.1500 -6.8016 -0.1 0.0 0.0 0.065
H -0.6284 4.4954 -6.6148 0.0 0.0 0.0 0.078
H 1.0768 4.8859 -6.3169 0.0 0.0 0.0 0.082
```
Forces are in eV/Å.

---

Record 3
ORCA calculation (ωB97M-V with the def2-TZVPD basis set) on a molecular structure, C22H52AlBIO17P2S at a distorted geometry.

E_LUMO, eV: 1.75
Kohn-Sham gap, eV: 6.799
Total charge: -1

The geometry in XYZ format:
```
97
Properties=species:S:1:pos:R:3:forces:R:3:lowdin_charge:R:1
C -5.0731 4.0158 0.7416 -0.4 -0.1 0.1 -0.007
C -6.1625 3.4120 1.3482 1.4 0.2 -0.6 -0.232
C -6.5483 1.9642 1.3064 -3.0 0.8 -0.9 -0.897
I -5.6458 1.0111 3.0670 0.6 0.1 -0.1 0.868
O -7.9122 1.9040 1.6286 0.1 0.0 -0.4 -0.292
Al -8.6722 2.5994 0.1269 -0.7 -0.1 -0.2 0.175
O -10.2350 1.8781 -0.3645 0.7 0.0 0.2 0.070
B -10.1533 1.7096 -1.7015 -0.4 -0.2 -0.1 -0.939
O -9.6131 2.7410 -2.4928 0.1 0.0 0.3 0.117
O -10.5718 0.5343 -2.3325 0.5 0.2 -0.1 0.127
O -7.4028 1.7332 -0.8731 -0.4 0.2 0.0 -0.184
C -6.4585 1.1794 -0.0657 0.9 -0.5 0.7 -0.688
P -7.0017 -0.6060 0.2397 -0.3 -0.8 -1.1 0.422
S -7.3596 -1.6355 -1.3968 -0.1 0.1 0.1 0.109
P -4.8590 1.3255 -1.0315 -0.5 0.6 -1.1 0.474
O -4.9814 2.3240 -2.1035 0.3 0.5 0.1 -0.273
O -3.6134 1.6729 -0.0715 0.0 -0.6 0.1 -0.162
O -4.5204 -0.0969 -1.6812 0.1 -0.3 1.0 -0.170
H -4.2112 4.3212 1.3348 -0.9 1.9 0.4 0.060
H -5.0255 4.2278 -0.3215 0.8 -1.8 -0.4 0.062
H -6.8391 4.0235 1.9445 0.9 -0.6 1.8 0.103
H -8.7037 4.1828 0.0810 0.2 0.0 0.2 0.013
H -8.7858 2.4362 -2.8811 -0.1 0.0 -0.4 0.099
H -10.0297 -0.1792 -1.9740 -0.3 -0.3 0.1 0.058
H -8.1945 -0.5269 0.9638 0.3 0.4 0.4 0.004
H -6.0775 -1.2661 1.0633 0.0 0.3 0.1 -0.062
H -3.1856 2.4260 -0.4964 0.0 0.2 0.1 0.073
H -3.7150 0.0206 -2.1990 0.0 -0.2 -0.2 0.081
C -1.9452 -6.1931 0.8322 0.1 0.1 0.0 -0.121
O -1.7364 -4.9905 1.5320 -0.2 -0.1 0.1 -0.208
C -2.3244 -3.8760 0.8689 0.3 0.0 0.1 -0.190
C -2.5695 -2.7470 1.8438 -0.1 0.2 -0.1 -0.172
O -3.7264 -2.9281 2.6486 0.0 0.0 0.0 -0.138
C -3.6424 -3.8949 3.6799 -0.2 0.1 0.0 -0.185
C -2.7856 -3.4622 4.8483 0.2 -0.3 0.0 -0.199
O -1.4097 -3.6289 4.5408 0.0 0.1 -0.1 -0.202
C -0.5787 -2.8031 5.3181 -0.1 -0.1 -0.1 -0.119
H -1.4816 -6.1585 -0.1616 -0.1 0.0 0.0 0.087
H -1.4859 -6.9967 1.4062 0.0 0.0 0.0 0.084
H -3.0156 -6.4049 0.7256 0.0 0.0 -0.1 0.089
H -3.2729 -4.1656 0.4027 0.0 0.0 0.0 0.132
H -1.6244 -3.5420 0.0910 -0.2 0.1 -0.1 0.124
H -2.7659 -1.8429 1.2640 -0.1 0.0 0.0 0.129
H -1.6909 -2.5470 2.4588 0.1 -0.2 0.0 0.118
H -3.3170 -4.8627 3.2931 0.2 0.0 0.1 0.121
H -4.6658 -4.0128 4.0437 0.0 0.1 0.0 0.129
H -3.0224 -4.0855 5.7226 -0.1 0.1 0.0 0.126
H -2.9999 -2.4139 5.0875 0.0 0.0 0.0 0.129
H -0.8142 -1.7455 5.1472 0.0 0.0 0.1 0.091
H 0.4503 -2.9839 5.0094 0.0 0.0 0.0 0.075
H -0.6785 -3.0402 6.3845 0.0 0.1 0.0 0.087
C 3.9518 -0.6227 -2.2317 0.0 0.1 0.1 -0.114
O 3.4106 -0.3910 -0.9511 -0.1 -0.2 0.0 -0.210
C 2.1078 0.1663 -1.0128 0.3 0.1 0.1 -0.201
C 1.3521 -0.0827 0.2727 -0.2 0.1 0.0 -0.179
O 0.8173 -1.3923 0.3853 0.1 0.0 0.0 -0.130
C 1.7377 -2.4415 0.6522 -0.2 -0.1 0.0 -0.174
C 2.2736 -2.4417 2.0679 0.3 0.0 -0.1 -0.194
O 3.3067 -1.4773 2.2107 -0.1 0.2 0.0 -0.201
C 3.4701 -1.0686 3.5481 0.1 0.0 -0.1 -0.116
H 4.0536 0.3174 -2.7873 0.0 -0.1 -0.1 0.082
H 4.9386 -1.0640 -2.1052 0.0 0.0 0.0 0.092
H 3.3249 -1.3192 -2.8007 0.0 0.1 -0.1 0.089
H 1.5485 -0.2655 -1.8511 0.0 0.0 0.0 0.130
H 2.2059 1.2509 -1.1659 -0.2 0.0 -0.1 0.121
H 0.4811 0.5765 0.2758 0.0 0.0 0.0 0.129
H 1.9563 0.1747 1.1447 0.2 0.0 -0.1 0.123
H 2.5517 -2.4505 -0.0752 0.1 0.1 0.1 0.122
H 1.1633 -3.3607 0.5156 0.0 0.0 0.0 0.124
H 2.6985 -3.4284 2.2982 -0.2 -0.1 0.0 0.131
H 1.4593 -2.2309 2.7711 -0.1 0.0 -0.1 0.116
H 2.5522 -0.6046 3.9291 0.0 -0.1 0.1 0.088
H 4.2685 -0.3291 3.5734 0.0 0.0 0.0 0.086
H 3.7463 -1.9142 4.1899 0.0 0.0 0.1 0.087
C 5.5132 2.4300 -1.1863 0.0 -0.1 -0.1 -0.107
O 6.3051 2.5294 -2.3504 0.2 0.1 0.2 -0.201
C 6.0933 3.7473 -3.0418 0.0 -0.3 -0.1 -0.205
C 7.2740 4.0711 -3.9287 0.0 0.1 -0.1 -0.183
O 8.3851 4.6192 -3.2336 0.0 0.0 0.0 -0.128
C 9.1553 3.7273 -2.4420 0.1 0.1 0.0 -0.184
C 10.0350 2.7966 -3.2465 -0.1 -0.3 0.1 -0.207
O 9.2829 1.7109 -3.7609 -0.1 0.1 -0.2 -0.199
C 9.8857 1.1295 -4.8932 -0.1 0.0 0.1 -0.116
H 4.4469 2.4497 -1.4397 0.0 0.0 0.1 0.080
H 5.7401 1.4821 -0.7038 0.0 0.0 -0.1 0.091
H 5.7415 3.2440 -0.4882 -0.1 0.0 0.0 0.091
H 5.9377 4.5677 -2.3310 0.0 0.0 0.0 0.129
H 5.1954 3.6371 -3.6664 0.0 0.2 0.0 0.129
H 6.9603 4.8552 -4.6213 0.0 0.0 0.0 0.127
H 7.5679 3.2060 -4.5261 -0.1 -0.1 0.1 0.122
H 8.5263 3.1687 -1.7465 0.0 -0.1 -0.1 0.123
H 9.8115 4.3706 -1.8516 0.0 0.0 0.0 0.126
H 10.8201 2.3901 -2.5932 0.1 0.1 0.0 0.127
H 10.5045 3.3577 -4.0635 0.0 0.0 0.0 0.127
H 9.9744 1.8601 -5.7061 0.1 0.0 0.0 0.088
H 9.2453 0.3154 -5.2270 0.0 0.0 0.0 0.088
H 10.8771 0.7279 -4.6519 0.0 0.0 -0.1 0.087
```
Forces are in eV/Å.

---

Number 1: calculated total energy -2004.30871 hartree. Number 2: calculated total energy -1953.95352 hartree. Number 3: calculated total energy -3794.55451 hartree.